[1]
Here is a 13-piece molecular cluster, C53H100F15N3O15 overall in a non-equilibrium geometry from the OMol25 dataset. Energies are from ωB97M-V/def2-TZVPD.

```
186
C53H100F15N3O15 ωB97M-V/def2-TZVPD
F -8.311 3.089 -1.154
F -0.786 -4.471 -0.807
F 2.506 -4.168 -4.081
F -2.590 -3.340 -0.419
F -8.913 2.486 5.067
F -8.954 2.988 2.967
F -2.309 1.910 -6.128
F -1.592 1.024 -7.955
F -9.427 4.489 4.447
F -7.528 2.298 0.702
F -0.556 0.647 -6.078
F -7.830 0.982 -0.977
F 0.904 -3.124 -3.055
F 1.110 -2.976 -5.209
F -1.891 -3.558 -2.460
O -6.478 3.072 3.472
O 0.234 2.740 -8.220
O -2.238 -6.547 -1.258
O -0.199 3.693 -6.266
O -4.451 0.200 -4.638
O 3.584 3.814 -2.652
O 3.575 -1.926 -3.003
O -5.171 2.710 -0.182
O 8.012 0.459 -0.574
O -6.753 4.675 4.989
O 2.522 -0.868 -4.668
O -5.859 2.500 -2.333
O -4.023 -5.311 -1.780
O 2.768 1.698 6.676
O 5.784 5.335 0.934
N -2.524 -2.374 5.445
N 0.555 0.705 -0.188
N 3.694 -3.884 2.164
C -2.961 -7.780 -1.507
C -3.641 -0.972 -2.761
C -4.481 4.337 2.804
C 1.077 3.814 -8.579
C 0.592 -0.149 0.984
C -0.609 -1.088 1.140
C -2.012 -4.196 -1.282
C 5.247 -5.797 2.665
C 5.735 0.002 -0.971
C 6.760 4.163 -0.874
C 3.910 -3.822 0.739
C 2.920 1.339 -5.505
C 1.116 2.875 0.827
C 1.797 3.542 5.528
C 4.898 -4.320 2.863
C -6.031 2.466 -1.162
C 4.793 3.230 0.451
C 2.725 -1.859 -3.838
C 1.632 1.068 4.725
C -2.898 -5.430 -1.458
C -7.450 2.208 -0.616
C 3.205 -2.626 2.694
C -5.077 3.163 3.549
C -0.296 2.790 -7.020
C -3.625 -3.045 6.120
C -2.069 -8.942 -1.152
C 2.750 4.683 -2.721
C -3.799 2.907 -0.519
C 1.537 1.756 -0.087
C -6.149 -0.904 -3.418
C -4.750 -2.087 6.509
C 1.783 -3.049 -4.074
C -8.657 3.448 4.173
C 2.663 -3.398 -0.068
C 1.871 4.847 -3.925
C -3.604 -2.714 3.181
C 0.253 0.690 -2.647
C -4.725 -0.473 -3.682
C -0.724 -3.591 6.642
C 0.791 -0.035 -1.422
C 5.781 4.352 0.254
C 2.482 5.613 -1.569
C 7.242 -1.587 0.368
C 3.377 0.293 -4.545
C 2.522 -2.757 4.060
C 7.090 -0.309 -0.417
C -1.218 1.570 -6.791
C 2.488 3.738 -8.028
C -2.909 -1.798 4.167
C -1.373 -3.259 5.313
C 2.145 2.082 5.724
C -7.171 3.836 4.260
C -3.408 4.352 -0.687
H 4.022 -1.877 2.764
H 0.861 1.550 -2.933
H -3.654 4.963 0.181
H 5.779 -3.715 2.557
H -2.666 -0.898 -3.229
H 0.904 1.486 4.024
H 5.341 -0.766 -1.643
H -6.254 -1.420 -2.466
H 6.885 -2.426 -0.237
H 1.560 -0.658 1.145
H -2.322 4.401 -0.803
H 2.472 -2.328 -0.070
H 0.883 3.662 4.951
H 7.485 4.977 -0.852
H -5.318 -2.483 7.353
H 4.406 -6.459 2.865
H -3.774 -2.184 2.238
H 1.749 3.757 0.750
H 1.126 0.286 5.285
H 0.866 5.114 -3.599
H 2.544 1.383 0.190
H -3.891 -7.755 -0.940
H -4.645 2.231 3.201
H 3.117 -3.258 4.822
H -4.539 -3.130 3.546
H 0.320 -1.016 -1.343
H 4.114 3.405 1.280
H 0.151 3.271 0.494
H -3.888 4.792 -1.561
H 1.629 -3.373 3.917
H 0.142 -0.015 -3.472
H 1.992 6.509 -1.954
H -0.490 -2.662 7.170
H -1.993 -1.450 3.691
H -4.011 -3.873 5.497
H -1.519 -0.493 1.160
H 5.706 0.996 -1.407
H 1.779 4.065 6.479
H 3.181 1.103 -6.536
H 3.413 5.878 -1.072
H 1.779 -3.932 0.297
H -3.732 -0.598 -1.740
H -1.558 -8.831 -0.198
H 6.251 4.251 -1.837
H 6.035 -6.053 3.378
H -6.813 -0.049 -3.497
H -0.599 -1.809 0.322
H 2.218 -1.782 4.440
H -4.406 -1.083 6.757
H 5.436 2.360 0.603
H -1.348 -9.146 -1.941
H 4.684 -3.064 0.474
H 5.650 -5.967 1.667
H 4.785 -4.110 3.926
H -4.811 3.274 4.606
H -3.859 -2.046 -2.656
H -6.396 -1.618 -4.209
H 4.212 3.134 -0.470
H -5.118 4.785 2.034
H 1.194 3.800 -9.662
H 7.268 3.201 -0.788
H 1.817 5.141 -0.847
H 3.032 2.857 -8.372
H -3.560 -0.944 4.367
H 1.858 1.553 -5.393
H -0.635 -2.731 4.700
H 1.724 2.149 -1.092
H -3.229 -7.836 -2.564
H -1.293 -4.235 7.302
H 0.566 0.530 1.850
H 4.251 -4.773 0.337
H 4.410 -0.017 -4.709
H -2.689 -9.840 -1.075
H 2.428 -2.225 2.053
H -3.233 2.396 0.264
H -3.261 -3.530 7.024
H 2.594 4.016 4.938
H 3.064 4.571 -8.444
H -4.279 5.214 3.425
H -5.482 -1.938 5.704
H -0.760 1.051 -2.456
H 8.258 -1.722 0.710
H 3.430 2.285 -5.301
H 2.538 3.842 -6.946
H -1.666 -4.134 4.706
H 0.641 4.781 -8.337
H 2.274 5.617 -4.586
H 6.533 -1.546 1.204
H -2.962 -3.549 2.874
H 1.870 -0.257 -1.548
H 2.819 -3.715 -1.100
H -3.574 4.048 2.296
H 0.912 2.564 1.850
H -0.492 -1.687 2.043
H 3.299 0.615 -3.502
H 0.262 -4.021 6.434
H 4.996 -0.006 -0.153
H 1.838 3.926 -4.502
H 2.484 0.759 4.117
H -3.532 2.344 -1.417
```

Calculated values
Gap between HOMO and LUMO (eV): 8.593
LUMO level (eV): 0.123



[2]
Here is C18H29N4NiO9P2S as an isolated structure in a non-equilibrium geometry from the OMol25 dataset. Energies are from ωB97M-V/def2-TZVPD.

```
64
C18H29N4NiO9P2S ωB97M-V/def2-TZVPD
Ni 0.304 0.201 -1.042
S -1.361 2.191 1.352
P 3.108 -0.409 0.205
P 2.557 2.274 -0.166
O 1.409 1.975 -1.095
O -2.771 2.421 1.617
O 2.145 3.437 0.844
O 4.453 -0.038 -0.568
O 2.028 -0.734 -0.825
O 2.698 1.016 0.887
O 3.890 2.532 -0.765
O 3.313 -1.430 1.250
O -0.542 3.387 1.329
N -1.210 1.310 -0.025
N -0.906 1.352 -2.255
N 0.059 -1.396 -2.928
N -0.671 -1.791 -0.060
C -0.795 -2.817 -1.099
C 0.581 0.958 2.903
C 0.541 -1.671 5.636
C -0.769 1.131 2.668
C 0.273 -2.244 0.963
C 1.208 -1.171 -3.801
C -1.698 0.478 3.458
C 1.000 0.051 3.865
C -2.042 3.244 -1.295
C -1.276 -0.402 4.439
C -1.406 1.990 -1.171
C -1.432 3.242 -3.607
C -1.164 -1.450 -3.724
C -0.889 1.987 -3.420
C 0.077 -0.658 4.630
C -1.971 -1.594 0.577
C -2.037 3.868 -2.517
C 0.244 -2.650 -2.202
H 1.363 -2.017 -4.491
H 2.058 -0.128 3.987
H 1.238 -2.625 -1.758
H -2.005 -0.911 5.055
H 1.258 -2.403 0.540
H -2.484 3.690 -0.420
H 0.391 -1.486 1.733
H 1.181 3.465 0.987
H -2.389 -2.556 0.919
H -0.290 -2.272 5.998
H -2.664 -1.116 -0.111
H 1.288 -2.323 5.189
H 1.314 1.496 2.330
H -0.686 -3.822 -0.658
H -0.421 1.472 -4.251
H 1.061 -0.262 -4.379
H -1.792 -2.754 -1.539
H -0.081 -3.177 1.429
H 0.994 -1.170 6.491
H -1.859 -0.943 1.439
H -2.037 -1.339 -3.083
H 0.173 -3.512 -2.893
H -1.180 -0.634 -4.442
H -1.246 -2.399 -4.282
H 2.095 -1.042 -3.186
H -1.393 3.721 -4.573
H 4.399 0.932 -0.741
H -2.490 4.844 -2.633
H -2.743 0.682 3.284
```

Calculated values
Gap between HOMO and LUMO (alpha / beta) (eV): 8.344 / 8.396
Charge: -1
Multiplicity: 3
Expectation value of S²: 2.004
LUMO level (alpha / beta) (eV): 2.637 / 2.629



[3]
Here is C83H77BrCsGe2N8O7P as an isolated structure in a non-equilibrium geometry from the OMol25 dataset. Energies are from ωB97M-V/def2-TZVPD.

```
180
C83H77BrCsGe2N8O7P ωB97M-V/def2-TZVPD
Cs -0.361 -0.364 0.593
Br -5.963 3.085 3.457
Ge 0.063 -4.187 -0.718
Ge -0.788 -5.649 1.121
P 0.796 3.842 -0.946
O 2.633 -0.068 2.022
O -5.845 -6.509 -3.780
O -7.371 -5.482 -2.600
O -0.905 -2.632 -0.790
O -2.185 -2.554 4.211
O -1.202 -1.768 2.381
O -2.582 -1.325 -0.236
N -6.180 -5.721 -2.875
N 0.583 4.725 1.603
N 3.027 3.201 -2.328
N 0.099 2.563 1.537
N -1.645 4.057 -2.171
N -1.259 1.972 -1.516
N 2.092 1.339 -1.574
N 2.530 -1.220 3.985
C -0.378 6.992 6.154
C 3.181 1.010 -2.309
C -3.413 0.899 -2.193
C 3.770 -2.175 0.187
C -2.757 3.322 -2.500
C -4.501 3.068 -4.219
C -0.817 7.379 4.898
C 5.892 3.322 -3.449
C 4.674 -2.891 -3.092
C 0.244 5.762 6.315
C 3.788 2.165 -2.797
C -4.531 -3.324 -0.625
C 0.125 4.385 2.848
C 4.656 -3.238 0.250
C -0.018 5.303 3.964
C -2.898 0.510 2.413
C -0.640 6.545 3.812
C -4.679 0.991 -1.624
C 5.056 1.525 -4.813
C -5.595 -0.025 -1.811
C 7.039 2.707 -5.465
C -2.871 -4.467 -1.938
C 0.558 3.581 0.838
C 6.932 3.509 -4.339
C -2.489 2.027 -2.073
C 2.761 -0.095 3.222
C -3.835 -5.260 -2.497
C 1.945 -3.676 -0.263
C -4.444 5.099 -2.936
C -3.075 -0.228 -2.931
C 4.926 2.337 -3.682
C -0.168 3.026 2.783
C 0.464 -4.944 -5.476
C -0.015 -3.534 -3.602
C -5.183 -5.057 -2.166
C -4.003 -1.231 -3.137
C 5.312 -0.676 3.776
C 4.188 -4.528 0.054
C -0.055 -7.468 0.701
C -5.525 5.578 -3.651
C -3.767 1.584 2.442
C 1.099 6.002 1.204
C 2.013 2.649 -1.580
C 6.106 1.704 -5.688
C -1.390 5.426 -2.507
C -1.666 0.796 6.068
C -5.581 3.551 -4.929
C 3.361 -2.355 3.649
C -4.800 1.569 3.357
C -3.908 3.840 -3.215
C 0.265 -4.570 -2.715
C 2.846 -4.735 -0.206
C -5.507 -4.117 -1.170
C -2.219 -2.422 -0.624
C -0.209 0.967 4.174
C 3.375 1.044 4.010
C 0.425 4.925 5.235
C 4.694 0.483 4.588
C -2.059 -1.739 3.290
C 2.426 -2.393 -0.066
C -4.119 -0.552 4.172
C -3.186 -3.446 -1.028
C -2.201 2.037 5.766
C 0.644 -5.800 -3.236
C -5.002 0.510 4.221
C -0.674 0.261 5.266
C -1.730 2.753 4.683
C 3.149 4.588 -2.677
C -3.054 -0.560 3.280
C -0.717 2.228 3.880
C 5.541 -1.856 -2.773
C 0.092 -3.710 -4.969
C 3.313 -2.649 -3.157
C 0.739 -5.985 -4.607
C 2.814 -1.388 -2.880
C -5.269 -1.123 -2.587
C 5.045 -0.598 -2.495
C 4.796 -2.081 4.138
C -0.764 3.189 -1.577
C -2.746 -5.791 1.365
C -6.091 4.812 -4.656
C 3.672 -0.347 -2.543
C 0.050 -4.917 2.754
H 1.753 -1.202 -2.924
H 7.840 2.868 -6.170
H 6.194 1.068 -6.556
H -0.430 -3.970 2.992
H 0.904 3.965 5.361
H -2.156 3.720 4.451
H 1.029 -7.470 0.767
H -3.737 -2.103 -3.718
H 3.492 5.182 -1.825
H -3.583 -6.011 -3.230
H -2.031 0.242 6.919
H -6.026 2.948 -5.709
H 6.609 -2.032 -2.735
H 4.105 -1.158 0.316
H 4.865 -5.373 0.084
H -2.933 -6.518 2.155
H -4.233 -1.392 4.840
H -1.023 6.833 2.844
H 0.378 6.544 0.585
H 3.564 1.871 3.327
H 4.834 -2.198 5.226
H -4.939 1.857 -1.030
H 0.585 5.454 7.293
H -1.934 5.690 -3.415
H 5.464 -2.827 3.702
H 1.114 -4.739 2.613
H -5.828 0.522 4.917
H 5.709 -3.066 0.437
H 0.529 -5.093 -6.545
H -1.862 -4.601 -2.284
H 2.014 5.866 0.625
H 5.723 0.201 -2.225
H 5.166 -0.504 2.708
H -0.442 -8.210 1.394
H 5.058 -3.880 -3.295
H -2.082 0.512 1.715
H -0.337 -7.760 -0.307
H 2.636 -3.447 -3.421
H 6.389 -0.673 3.963
H -4.097 2.093 -4.442
H 1.323 6.597 2.089
H 2.532 -1.042 4.982
H -5.995 -1.902 -2.756
H 4.534 0.138 5.612
H -1.314 8.330 4.768
H 0.548 0.545 3.536
H 5.420 1.296 4.634
H 1.021 -6.950 -5.003
H 1.754 -1.549 -0.114
H -3.635 2.420 1.769
H -0.343 -2.583 -3.204
H -5.928 6.556 -3.421
H -2.990 2.451 6.376
H -0.277 -0.719 5.474
H 2.717 1.392 4.806
H 2.180 4.976 -3.002
H 3.856 4.692 -3.500
H 0.854 -6.624 -2.567
H 5.843 3.931 -2.557
H -1.697 6.101 -1.704
H -3.263 -6.098 0.462
H -6.932 5.196 -5.215
H -0.529 7.639 7.004
H -6.572 0.037 -1.355
H 2.960 -3.257 4.116
H -4.031 5.698 -2.139
H 7.665 4.284 -4.155
H 4.316 0.762 -4.999
H 3.338 -2.477 2.565
H -0.321 5.560 -2.679
H -3.134 -4.828 1.680
H -2.085 -0.294 -3.359
H -0.117 -2.886 -5.640
H -6.545 -4.011 -0.889
H 2.480 -5.742 -0.376
H -4.785 -2.576 0.110
H -0.096 -5.597 3.591
```

Calculated values
Gap between HOMO and LUMO (alpha / beta) (eV): 3.504 / 6.932
Charge: -1
Multiplicity: 2
Expectation value of S²: 0.772
LUMO level (alpha / beta) (eV): 1.242 / 1.242



[4]
Here is a 5-piece molecular cluster, C29H25N5O8 overall in a non-equilibrium geometry from the OMol25 dataset. Energies are from ωB97M-V/def2-TZVPD.

```
67
C29H25N5O8 ωB97M-V/def2-TZVPD
O -1.123 8.339 3.623
O -2.765 2.263 -3.720
O 0.947 8.845 3.321
O 5.963 -8.252 -0.456
O -4.820 2.862 -3.976
O -3.626 -5.541 -4.381
O -3.502 -3.956 -5.831
O 6.416 -6.775 -1.955
N -3.874 2.535 -3.302
N -3.419 -4.385 -4.701
N 5.996 -7.109 -0.868
N 1.642 1.167 1.402
N 0.036 8.049 3.389
C 0.968 3.931 3.136
C -2.841 -1.192 -2.871
C 2.453 -0.810 0.303
C 1.961 4.903 2.997
C 4.666 -4.080 1.739
C -5.314 2.796 -1.320
C -2.737 -3.953 -2.360
C 5.565 -4.732 -0.390
C -2.476 -1.693 -1.635
C 5.165 -3.738 0.480
C -5.508 2.763 0.053
C 1.480 -0.695 -0.681
C -3.001 2.074 -1.030
C -3.117 -2.103 -3.888
C 5.496 -6.055 0.020
C 0.597 0.367 -0.610
C 4.658 -5.400 2.164
C -0.635 5.675 3.422
C -0.340 4.323 3.377
C 0.344 6.623 3.234
C 5.081 -6.398 1.301
C -2.469 -3.060 -1.347
C 2.483 0.130 1.318
C 0.751 1.289 0.410
C 1.670 6.253 3.004
C -4.440 2.435 0.876
C -4.061 2.473 -1.822
C -3.227 2.048 0.347
C -3.049 -3.455 -3.621
H 5.171 -2.692 0.206
H -0.085 0.605 -1.416
H 3.233 0.070 2.098
H -6.485 3.010 0.443
H 5.220 -7.413 1.643
H 3.021 -1.732 0.313
H -3.290 -1.812 -4.916
H -2.725 -0.133 -3.054
H 4.274 -5.622 3.150
H -2.761 -5.025 -2.216
H 2.466 6.967 2.857
H 1.375 -1.429 -1.470
H 4.391 -3.271 2.406
H -2.264 -0.990 -0.836
H 1.294 2.905 3.229
H -2.343 1.839 0.939
H -1.622 5.995 3.731
H 6.098 -4.405 -1.273
H -2.263 -3.411 -0.346
H 2.979 4.547 2.897
H -4.543 2.516 1.951
H -2.061 1.892 -1.529
H 0.182 2.213 0.442
H -1.130 3.622 3.610
H -6.122 2.994 -2.008
```

Calculated values
SMILES string: O=[N+]([O-])c1ccccc1.O=[N+]([O-])c1ccccc1.O=[N+]([O-])c1ccccc1.O=[N+]([O-])c1ccccc1.c1ccncc1
Gap between HOMO and LUMO (eV): 9.400
LUMO level (eV): -0.822